Entry 1:
148
Properties=species:S:1:pos:R:3:nbo_charge:R:1 method="wB97M-V/def2-TZVPD" total_charge=-1 multiplicity=1 lumo_energy_ha=0.0713 energy_ev=-108753.909 e_homo_ev=-4.60
Ti 0.598 -0.367 -0.398 2.17
F 6.093 -0.385 -0.253 -0.34
F 4.633 1.164 0.063 -0.33
F 5.445 0.836 -1.907 -0.33
O 1.104 -1.898 0.678 -0.88
O 4.066 -1.773 -1.804 -0.64
O 0.544 -1.496 -1.702 -0.77
O -1.113 0.422 -1.779 -0.84
O 2.750 -0.388 -0.615 -0.76
N -1.425 -0.922 0.677 -0.50
N 2.209 3.256 -2.053 -0.64
N 2.277 5.688 -1.936 -0.48
N 1.191 1.417 -0.867 -0.79
N -1.292 1.835 0.644 -0.45
N 0.855 0.368 1.947 -0.49
C -4.653 -5.150 -2.663 -0.60
C -2.064 -0.230 -5.284 -0.61
C -1.490 1.537 -2.332 0.45
C -1.440 5.296 -4.563 -0.07
C -2.666 -0.222 0.324 -0.22
C 0.864 -2.513 -4.357 -0.11
C 0.052 -0.537 2.768 -0.21
C 0.065 5.573 -4.662 -0.60
C 0.637 -2.938 -5.816 -0.60
C -1.619 4.022 -3.762 -0.08
C 3.804 -0.803 -1.128 0.74
C 4.129 -1.403 2.610 -0.24
C 6.903 -1.585 3.414 -0.61
C -1.092 2.995 -0.210 -0.20
C -1.296 3.981 -2.416 -0.16
C -2.640 1.308 0.546 -0.22
C 6.341 -3.967 3.912 -0.60
C -3.500 -0.472 -3.279 -0.61
C 2.874 -1.207 2.054 -0.02
C 1.665 2.326 -1.439 0.72
C -1.418 -3.528 -3.926 -0.16
C -1.525 -2.571 -1.330 -0.10
C -2.494 -3.890 -3.123 -0.07
C -2.026 5.190 -5.974 -0.60
C 4.112 -3.611 1.798 -0.20
C -4.172 1.077 -5.064 -0.60
C 4.801 -2.604 2.455 -0.04
C 2.861 -3.474 1.223 -0.07
C -2.131 6.466 -3.853 -0.59
C -3.517 -4.884 -3.654 -0.07
C -1.303 -0.955 2.149 -0.22
C -0.388 -2.709 -3.498 0.05
C -2.953 0.525 -4.295 -0.06
C 2.236 -2.197 1.272 0.39
C 2.354 -4.735 0.522 -0.07
C -2.784 -6.210 -3.909 -0.59
C -1.293 2.800 -1.699 -0.18
C 7.024 -3.278 1.604 -0.60
C 5.010 0.202 -0.804 0.88
C 1.942 -3.428 -3.755 -0.60
C -0.435 -2.218 -2.166 0.31
C 0.953 -4.598 -0.057 -0.59
C 1.403 -1.074 -4.371 -0.59
C 2.211 4.535 -1.967 0.46
C 0.564 1.769 2.250 -0.20
C 3.306 -5.064 -0.636 -0.60
C -2.523 -3.398 -1.830 -0.16
C 2.308 -5.903 1.528 -0.59
C 6.247 -2.850 2.860 -0.05
C -4.142 -4.361 -4.953 -0.59
C 2.286 0.177 2.232 -0.25
C -2.163 1.639 -3.602 -0.14
C -1.557 -2.303 0.166 -0.25
C -2.124 2.844 -4.285 -0.17
C -0.891 2.154 2.002 -0.22
H -1.859 6.121 -6.514 0.20
H 0.563 4.752 -5.172 0.21
H 1.540 -2.737 -6.388 0.21
H -3.178 6.230 -3.669 0.20
H 7.385 -4.186 4.134 0.20
H -4.213 0.012 -2.612 0.19
H -4.674 -3.433 -4.755 0.21
H -2.019 -6.095 -4.672 0.21
H -0.734 -2.864 0.609 0.27
H -3.892 1.526 -6.013 0.20
H 2.481 0.479 3.282 0.18
H -5.172 -4.229 -2.410 0.21
H -0.181 -2.382 -6.269 0.21
H -2.649 -0.971 -5.830 0.19
H 1.641 -0.727 -3.366 0.23
H 6.681 -4.243 1.240 0.20
H 8.087 -3.357 1.828 0.19
H -2.833 -0.415 -0.732 0.27
H -2.081 -0.311 2.562 0.20
H 2.316 -1.044 -4.964 0.20
H 2.893 -5.871 -1.241 0.20
H -1.027 4.886 -1.888 0.20
H -1.521 -1.968 2.517 0.21
H -3.227 1.569 1.442 0.17
H -2.298 -6.539 -2.993 0.21
H 1.544 -4.425 -3.572 0.20
H 0.505 5.667 -3.673 0.23
H -3.386 -4.167 -5.707 0.21
H 3.296 -6.184 1.882 0.20
H 0.260 6.491 -5.213 0.19
H -1.795 3.803 0.104 0.17
H 2.839 0.866 1.586 0.25
H 0.910 -3.742 -0.722 0.24
H 1.203 2.395 1.622 0.22
H 5.872 -4.879 3.549 0.20
H -3.139 1.771 -0.310 0.23
H -0.155 -0.087 3.757 0.18
H -0.085 3.378 -0.029 0.20
H 4.606 -4.563 1.697 0.20
H -4.008 -1.290 -3.789 0.19
H -0.997 3.235 2.211 0.19
H -4.275 -5.610 -1.752 0.21
H 4.285 -5.371 -0.279 0.20
H 5.845 -3.671 4.835 0.20
H 2.298 -3.008 -2.819 0.25
H -2.081 7.363 -4.466 0.19
H 0.693 -0.382 -4.813 0.21
H -2.505 -2.716 0.554 0.19
H 6.417 -1.258 4.330 0.20
H -1.535 1.641 2.722 0.19
H -3.505 -0.654 0.901 0.17
H -1.610 0.457 -5.998 0.20
H 0.436 -4.004 -5.893 0.20
H 0.236 -4.485 0.752 0.19
H 1.702 -5.633 2.392 0.20
H -4.850 -5.082 -5.357 0.20
H -1.553 4.385 -6.531 0.21
H -4.713 1.812 -4.472 0.21
H 6.855 -0.789 2.677 0.22
H 0.644 -1.435 2.951 0.23
H -3.482 -6.981 -4.232 0.20
H -1.288 -0.742 -4.727 0.22
H -2.674 -0.880 -2.712 0.25
H -1.651 6.680 -2.903 0.21
H 0.800 1.995 3.310 0.18
H 1.859 -6.777 1.058 0.20
H -1.381 -3.924 -4.926 0.20
H -3.328 -3.674 -1.165 0.20
H -3.099 5.011 -5.934 0.20
H 6.884 -2.545 0.814 0.23
H 7.950 -1.780 3.635 0.20
H 3.437 -4.186 -1.262 0.25
H 0.686 -5.494 -0.618 0.20
H -4.853 0.256 -5.290 0.20
H -2.528 2.860 -5.282 0.19
H -5.373 -5.833 -3.110 0.20
H 4.578 -0.576 3.140 0.20
H 2.791 -3.506 -4.432 0.20

***

Entry 2:
182
Properties=species:S:1:pos:R:3:lowdin_spin:R:1 method="wB97M-V/def2-TZVPD" total_charge=+6 multiplicity=3 lumo_energy_ha="-0.3860 / -0.3860" s_squared=2.0150 energy_ev=-138070.974 e_homo_ev="-19.06 / -19.09"
V -0.630 0.636 -0.215 1.98
Cl -2.121 1.120 1.784 -0.01
O -0.063 -1.320 0.339 0.02
O 0.942 1.988 0.831 -0.01
O -1.009 4.674 -0.870 0.01
O -2.560 -0.267 -1.109 -0.01
O 1.439 -1.444 1.904 0.00
O 1.454 0.871 -0.751 -0.01
O -1.239 2.493 -1.082 0.02
O -0.775 -0.375 -2.202 -0.01
N -5.222 -3.334 2.003 0.00
N 0.913 -1.724 -7.252 0.00
N 6.621 -2.507 0.622 0.00
N 0.303 5.683 2.361 0.00
N -1.035 6.559 3.961 0.00
N 1.386 -4.328 -1.150 0.00
N -0.023 0.046 5.029 0.00
N -0.296 -2.108 5.324 0.00
N -5.229 3.946 1.156 0.00
N 1.646 -6.054 0.282 0.00
N 4.716 -2.774 1.898 0.00
N -4.164 5.893 0.750 0.00
N 1.826 2.630 -4.339 0.00
N 1.412 -0.533 -9.105 0.00
N -6.801 -4.642 2.700 0.00
N 4.061 2.234 -4.223 0.00
C 0.749 -5.303 -0.456 0.00
C -5.409 2.540 1.437 0.00
C 6.046 -3.174 1.713 0.00
C -5.492 6.105 0.580 0.00
C -0.550 4.686 2.732 0.00
C 1.343 -7.263 1.167 0.00
C -2.770 3.823 -2.262 0.00
C 0.789 -3.406 -2.052 0.00
C 1.893 1.583 0.153 0.00
C 1.852 -6.902 2.569 0.00
C -0.009 6.851 3.079 0.00
C 1.205 5.777 1.175 0.00
C 8.906 -3.795 0.539 0.00
C 0.490 3.113 -3.865 0.00
C -2.884 -0.402 -3.500 0.00
C -0.165 -3.177 1.840 0.00
C -3.659 -3.329 0.184 0.00
C 2.259 2.135 -5.554 0.00
C 2.720 -4.414 -0.851 0.00
C 1.512 -0.130 -10.452 0.00
C -3.865 -2.985 1.653 0.00
C -6.156 4.879 0.834 0.00
C -2.031 -0.405 -2.191 0.00
C 3.313 1.671 0.638 0.00
C 5.409 2.195 -3.638 0.00
C -3.978 4.581 0.973 0.00
C -3.089 6.844 0.990 0.00
C 2.342 -0.230 -8.162 0.00
C -0.030 -3.552 5.173 0.00
C 3.616 1.835 -5.474 0.00
C -1.636 7.390 4.992 0.00
C -7.524 -5.791 3.202 0.00
C -1.346 5.172 3.769 0.00
C 0.493 -1.933 1.281 0.00
C 7.946 -2.768 -0.054 0.00
C -2.425 8.598 4.495 0.00
C -1.375 -0.181 5.257 0.00
C 2.009 -0.901 -7.057 0.00
C -7.436 -3.490 2.288 0.00
C -5.492 1.675 0.215 0.00
C 0.581 1.407 4.703 0.00
C 0.652 -1.135 5.121 0.00
C 0.509 -1.430 -8.565 0.00
C 0.356 -2.697 -6.272 0.00
C -1.510 -1.543 5.382 0.00
C 0.690 2.285 5.985 0.00
C -6.397 -2.706 1.745 0.00
C 3.835 -3.243 2.944 0.00
C 2.819 -5.551 -0.087 0.00
C -0.722 -2.059 -5.343 0.00
C -1.629 3.678 -1.252 0.00
C -5.470 -4.487 2.700 0.00
C 5.698 -1.522 0.271 0.00
C 5.547 0.762 -3.223 0.00
C 4.571 -1.681 1.001 0.00
C 2.955 2.553 -3.496 0.00
H 4.661 0.280 -2.811 0.00
H -0.106 1.923 4.032 0.00
H 0.283 -7.514 1.126 0.00
H 5.740 0.286 -4.184 0.00
H 6.476 -4.048 2.180 0.00
H -2.866 9.181 5.304 0.00
H 0.453 -3.831 2.456 0.00
H 3.593 -1.243 0.861 0.00
H -3.866 0.066 -3.422 0.00
H -1.787 9.257 3.907 0.00
H -7.207 4.640 0.905 0.00
H 3.673 -6.015 0.385 0.00
H 3.571 -2.503 3.699 0.00
H -5.567 0.613 0.452 0.00
H -8.042 -5.583 4.139 0.00
H -6.364 2.486 1.960 0.00
H 3.293 1.246 1.641 0.00
H -6.351 1.903 -0.416 0.00
H -2.303 0.146 -4.241 0.00
H -2.401 3.378 -3.186 0.00
H 2.161 0.735 -10.587 0.00
H 1.013 3.304 5.772 0.00
H -0.793 7.601 5.649 0.00
H -3.107 7.660 0.268 0.00
H -3.134 -3.543 2.237 0.00
H -2.603 -3.364 -0.082 0.00
H 9.902 -3.858 0.099 0.00
H -0.295 -5.561 -0.559 0.00
H 3.458 -3.741 -1.261 0.00
H -8.475 -3.271 2.485 0.00
H 6.362 0.514 -2.543 0.00
H -0.181 -1.978 -9.189 0.00
H 1.158 -3.064 -5.631 0.00
H -4.727 -5.255 2.849 0.00
H 1.433 2.058 6.750 0.00
H 0.710 -3.890 -3.026 0.00
H 1.335 4.756 0.819 0.00
H 0.009 -3.959 6.184 0.00
H 1.326 -5.983 2.830 0.00
H -4.591 1.872 -0.366 0.00
H -2.373 -2.191 5.420 0.00
H -3.002 4.855 -2.524 0.00
H -3.314 8.460 3.878 0.00
H -8.332 -6.101 2.539 0.00
H -0.270 2.457 6.472 0.00
H 0.669 6.265 0.360 0.00
H 7.790 -2.991 -1.109 0.00
H 1.560 -7.660 3.296 0.00
H 2.552 -0.792 -6.130 0.00
H -6.440 -1.743 1.259 0.00
H -2.957 -1.422 -3.878 0.00
H 1.704 -1.269 4.918 0.00
H 3.225 0.357 -8.365 0.00
H -1.662 -1.661 -5.726 0.00
H -0.421 -1.120 -4.879 0.00
H -0.030 -3.612 -6.720 0.00
H 0.098 2.347 -3.197 0.00
H 8.506 -4.801 0.417 0.00
H -4.646 2.387 2.201 0.00
H -0.839 -2.647 -4.433 0.00
H 1.933 -8.114 0.827 0.00
H 2.987 -3.732 2.466 0.00
H 3.533 2.732 0.523 0.00
H 9.098 -3.653 1.602 0.00
H 5.437 2.909 -2.814 0.00
H 0.476 4.017 -3.256 0.00
H -0.492 3.668 2.378 0.00
H -2.120 4.733 4.381 0.00
H -0.731 -3.735 1.094 0.00
H 5.877 -0.846 -0.553 0.00
H -0.136 3.294 -4.739 0.00
H 4.039 1.139 0.022 0.00
H 0.614 7.729 3.006 0.00
H -6.799 -6.582 3.390 0.00
H -5.866 7.116 0.507 0.00
H 0.913 -3.724 4.655 0.00
H -3.284 7.314 1.954 0.00
H -3.725 -1.918 1.831 0.00
H -4.096 -4.277 -0.132 0.00
H -2.115 6.354 1.000 0.00
H 6.103 2.520 -4.412 0.00
H 2.938 -6.832 2.622 0.00
H -0.218 -3.103 -1.763 0.00
H 1.399 -2.518 -2.216 0.00
H 3.049 2.816 -2.453 0.00
H 1.479 1.171 4.132 0.00
H -2.157 0.561 5.202 0.00
H -2.243 6.782 5.663 0.00
H 4.309 1.478 -6.221 0.00
H -3.016 4.174 1.247 0.00
H -4.180 -2.626 -0.465 0.00
H 0.551 0.166 -10.873 0.00
H 4.472 -3.966 3.455 0.00
H 2.015 -0.750 -11.194 0.00
H -3.709 3.327 -2.013 0.00
H 2.194 6.178 1.396 0.00
H -0.878 -2.767 2.555 0.00
H 8.451 -1.803 -0.069 0.00
H -0.883 -4.036 4.697 0.00
H 1.515 2.075 -6.335 0.00